(1)
Formula: C10H19Cl3I2NP2PdSi
Source: the OMol25 dataset
Level of theory: ωB97M-V/def2-TZVPD

```
39
Properties=species:S:1:pos:R:3
Pd -0.04 -0.59 1.00
C -0.29 -0.88 4.41
P -0.84 0.09 2.99
C -0.29 1.79 3.27
C -2.64 0.08 2.96
C -3.41 0.72 3.92
C -4.80 0.65 3.82
C -5.40 -0.05 2.78
C -4.62 -0.70 1.83
C -3.24 -0.63 1.92
P -2.11 -1.50 0.83
C -2.06 -3.23 1.37
C -2.79 -1.56 -0.84
H -0.72 -0.45 5.31
H 0.80 -0.85 4.50
H -0.61 -1.91 4.31
H -0.72 2.14 4.21
H -0.62 2.43 2.46
H 0.80 1.83 3.36
H -2.96 1.27 4.73
H -5.41 1.15 4.56
H -6.48 -0.09 2.72
H -5.11 -1.25 1.03
H -3.08 -3.61 1.44
H -1.59 -3.31 2.35
H -1.51 -3.83 0.66
H -3.73 -2.11 -0.82
H -2.09 -2.08 -1.49
H -2.97 -0.56 -1.22
I 0.27 0.60 -1.84
I -1.52 2.34 -0.90
N 2.02 0.05 1.32
H 2.21 0.97 0.94
H 2.66 -0.59 0.85
H 2.34 0.07 2.29
Cl 4.85 1.06 -9.86
Si 2.91 1.01 -9.64
Cl 1.74 1.59 -11.08
Cl 2.15 0.34 -7.97
```

As for the energy relative to the best compared isomer or geometry (same formula, charge and spin): 101.9 kJ/mol. Its total charge is +3.

(2)
Formula: C32H78BF5N2O19P2
Source: the OMol25 dataset
Level of theory: ωB97M-V/def2-TZVPD

```
139
Properties=species:S:1:pos:R:3
C -2.09 -2.29 -4.19
B -0.99 -1.34 -3.58
O 0.32 -1.52 -3.97
C -1.30 -0.15 -2.56
C -2.03 0.88 -3.49
O -1.30 1.45 -4.31
O -3.28 0.98 -3.35
O -0.02 0.37 -2.17
P 0.17 0.80 -0.54
C 1.77 1.69 -1.09
N 2.50 2.37 0.02
C -0.79 2.46 -0.64
C -2.14 2.52 0.09
C -2.06 2.20 1.59
C -3.17 1.24 2.05
C -2.68 0.25 3.09
O -2.67 0.88 4.40
C -1.76 0.37 5.25
C -1.02 1.43 6.02
O -1.59 -0.81 5.41
C 1.21 -0.94 -0.19
F 2.08 -1.32 -1.20
F 0.38 -2.06 -0.04
C 1.99 -0.86 1.09
C 1.40 -1.23 2.30
C 2.11 -1.13 3.49
C 3.41 -0.64 3.51
C 4.01 -0.29 2.30
C 5.40 0.23 2.29
F 5.50 1.40 2.97
F 6.30 -0.61 2.90
F 5.90 0.47 1.06
C 3.31 -0.40 1.11
O -1.25 -0.11 -0.14
C -2.06 -0.43 -1.22
P -2.66 -2.15 -0.97
N -4.19 -2.36 -1.38
H -3.09 -2.02 -3.88
H -2.02 -2.27 -5.28
H -1.89 -3.31 -3.86
H 0.66 -0.68 -4.30
H 0.46 1.10 0.83
H 1.44 2.44 -1.81
H 2.45 1.03 -1.63
H 3.49 2.19 -0.04
H 2.40 3.37 -0.09
H -0.17 3.29 -0.29
H -1.00 2.66 -1.70
H -2.89 1.90 -0.39
H -2.52 3.55 -0.01
H -2.12 3.10 2.20
H -1.12 1.71 1.84
H -4.02 1.82 2.43
H -3.54 0.63 1.22
H -3.32 -0.63 3.10
H -1.68 -0.07 2.83
H -1.01 2.34 5.43
H -1.56 1.64 6.94
H -0.02 1.06 6.22
H 0.39 -1.61 2.31
H 1.63 -1.42 4.42
H 3.95 -0.54 4.44
H 3.77 -0.11 0.18
H -3.00 0.12 -1.29
H -2.51 -2.49 0.39
H -1.82 -3.01 -1.70
H -4.72 -2.68 -0.58
C -3.26 4.70 7.81
O -3.10 3.76 6.76
H -2.46 5.43 7.71
H -4.22 5.21 7.74
H -3.17 4.22 8.80
H -3.81 3.11 6.83
C -5.57 2.47 -1.70
O -4.63 3.38 -2.24
H -6.28 3.05 -1.10
H -6.11 1.94 -2.48
H -5.09 1.73 -1.05
H -4.01 2.84 -2.76
C -3.18 8.03 5.64
O -3.77 8.09 6.94
H -2.33 7.35 5.71
H -3.88 7.64 4.90
H -2.82 9.01 5.32
H -4.52 8.69 6.90
C -5.35 4.95 2.66
O -4.56 4.28 3.63
H -5.25 4.38 1.73
H -6.41 4.98 2.94
H -5.00 5.97 2.48
H -4.63 4.77 4.46
C -3.43 -5.57 -5.66
O -3.65 -4.90 -4.43
H -2.76 -4.92 -6.22
H -2.95 -6.54 -5.50
H -4.35 -5.71 -6.22
H -4.25 -5.41 -3.87
C -7.72 -0.78 -1.82
O -6.87 -1.38 -2.77
H -8.62 -0.46 -2.34
H -8.01 -1.48 -1.03
H -7.25 0.09 -1.36
H -6.07 -1.66 -2.30
C 8.10 -2.56 0.16
O 7.76 -2.77 1.53
H 8.75 -3.37 -0.15
H 7.21 -2.56 -0.47
H 8.63 -1.61 0.02
H 7.19 -2.04 1.78
C -1.01 -2.99 -8.47
O -1.31 -3.97 -7.49
H -1.93 -2.82 -9.04
H -0.70 -2.05 -8.01
H -0.23 -3.33 -9.16
H -0.52 -4.12 -6.97
C 9.55 -3.82 -3.20
O 8.57 -2.80 -3.04
H 10.48 -3.43 -2.79
H 9.28 -4.72 -2.66
H 9.71 -4.07 -4.25
H 7.74 -3.15 -3.40
C 10.00 -0.32 3.63
O 9.02 0.71 3.67
H 10.89 0.07 4.13
H 9.67 -1.22 4.16
H 10.26 -0.59 2.61
H 8.23 0.36 3.23
C 5.75 -0.23 -3.62
O 6.52 -0.84 -4.67
H 4.91 0.27 -4.09
H 5.37 -0.98 -2.92
H 6.35 0.51 -3.08
H 7.27 -1.29 -4.27
C -0.95 -6.11 -1.68
O -2.32 -5.77 -1.84
H -0.79 -6.31 -0.63
H -0.68 -7.00 -2.26
H -0.30 -5.28 -1.98
H -2.47 -5.55 -2.77
```

Its total charge is -2.

(3)
Formula: C5H6N2O
Source: the OMol25 dataset
Level of theory: ωB97M-V/def2-TZVPD

```
14
Properties=species:S:1:pos:R:3
C -1.99 1.13 0.98
C -0.55 1.19 0.95
N 0.34 0.24 1.70
C 0.87 -0.29 0.31
N 1.31 -1.45 -0.37
O 0.81 -1.39 -1.61
C -0.19 -0.38 -1.62
C 0.07 0.46 -0.52
H -2.42 2.03 1.81
H -2.44 1.45 -0.10
H -2.50 0.23 1.18
H -0.43 2.33 1.08
H 1.34 0.92 1.70
H -0.80 -0.10 -2.59
```

As for the energy relative to the best compared isomer or geometry (same formula, charge and spin): 705.2 kJ/mol. The structure (SMILES) is C[C@H]1Nc2nocc21. Its total charge is 0.

(4)
Formula: C4H4ClNS
Source: the OMol25 dataset
Level of theory: ωB97M-V/def2-TZVPD

```
11
Properties=species:S:1:pos:R:3
S 2.34 -1.17 -0.12
C 0.66 -0.47 -0.12
C -0.64 -0.96 0.08
N -1.50 0.16 0.10
C -0.67 1.31 -0.16
C 0.57 0.84 -0.14
Cl 1.98 2.02 0.05
H 1.92 -2.38 0.78
H -1.06 -1.97 0.12
H -2.59 0.31 -0.45
H -1.01 2.32 -0.14
```

As for the energy relative to the best compared isomer or geometry (same formula, charge and spin): 223.0 kJ/mol. The structure (SMILES) is Sc1c[nH]cc1Cl. Its total charge is 0.

Number 1: HOMO level -17.1 eV, frontier orbital gap 7.80 eV, F_max 0.38 eV/A. Number 2: HOMO level -2.4 eV, frontier orbital gap 5.37 eV, F_max 1.43 eV/A. Number 3: HOMO level -9.5 eV, frontier orbital gap 9.79 eV, F_max 6.59 eV/A. Number 4: HOMO level -8.4 eV, frontier orbital gap 8.78 eV, F_max 6.98 eV/A.